[1]
{"formula": "C25H17N2O8ReS3", "method": "the ωB97M-V functional and the def2-TZVPD basis", "homo_ha": [-0.1929, -0.1895], "orbital_gap_ev": [6.94, 6.88], "multiplicity": 2, "lumo_ev": [1.6918, 1.7189], "total_charge": -1, "s_squared": 0.769, "relative_energy_kcal_mol": 0.00, "species": ["Re", "S", "S", "S", "O", "O", "O", "O", "O", "O", "O", "O", "N", "N", "C", "C", "C", "C", "C", "C", "C", "C", "C", "C", "C", "C", "C", "C", "C", "C", "C", "C", "C", "C", "C", "C", "C", "C", "C", "H", "H", "H", "H", "H", "H", "H", "H", "H", "H", "H", "H", "H", "H", "H", "H", "H"], "xyz": [[0.192, -0.534, -0.234], [2.101, -0.871, 2.237], [-0.460, -2.939, 1.196], [0.278, -1.540, -2.408], [3.395, -0.521, 2.757], [0.288, -2.912, -0.077], [1.633, 0.554, -1.171], [2.110, -1.139, 0.771], [-1.514, -3.899, 1.302], [0.991, 0.008, 2.551], [-0.881, -1.519, 1.373], [2.408, 2.223, -2.388], [-1.576, 1.788, 0.086], [-0.371, 1.409, 0.224], [2.319, -4.108, 4.623], [-2.623, -1.347, -1.366], [-0.122, 3.558, 1.400], [-0.725, 1.972, -5.117], [0.657, 4.572, 1.928], [0.480, 2.458, 0.784], [-4.511, 0.187, -1.307], [1.721, -2.476, 2.946], [-3.949, -1.072, -1.599], [0.475, -4.526, 3.153], [-0.075, -0.166, -3.443], [-0.995, -0.330, -4.479], [-2.364, 0.846, -0.497], [1.602, 1.328, -2.224], [0.533, 1.079, -3.259], [2.530, -2.889, 3.994], [2.041, 4.510, 1.850], [0.199, 2.136, -4.100], [-1.313, 0.729, -5.313], [0.682, -3.307, 2.522], [2.633, 3.416, 1.244], [1.292, -4.931, 4.199], [-1.754, -0.370, -0.833], [1.865, 2.390, 0.715], [-3.717, 1.148, -0.745], [2.357, 1.568, 0.225], [1.118, -5.888, 4.673], [-1.195, 3.610, 1.467], [0.694, 3.085, -3.937], [-0.985, 2.807, -5.756], [0.173, 5.415, 2.405], [-2.232, -2.327, -1.609], [-1.471, -1.293, -4.609], [-0.339, -5.152, 2.819], [-4.577, -1.847, -2.024], [3.710, 3.344, 1.173], [-4.086, 2.132, -0.486], [2.962, -4.408, 5.440], [-5.553, 0.381, -1.524], [-2.037, 0.588, -6.106], [2.649, 5.308, 2.258], [3.338, -2.240, 4.297]], "forces_ev_per_a": [[0.193, -1.277, -0.315], [-0.077, 0.089, -0.129], [0.136, 0.160, 0.128], [0.053, 0.264, 0.204], [-0.063, 0.003, -0.004], [0.002, 0.156, -0.099], [-0.053, -0.522, -0.506], [-0.034, 0.287, 0.035], [0.041, 0.053, -0.088], [0.186, 0.011, 0.120], [-0.132, 0.098, 0.178], [0.110, -0.013, -0.038], [0.102, 0.089, -0.084], [-0.047, 0.380, -0.144], [0.007, 0.038, -0.037], [0.100, -0.104, -0.023], [0.042, -0.102, 0.011], [-0.005, 0.023, -0.021], [-0.062, 0.008, -0.014], [0.012, -0.018, 0.114], [0.089, -0.024, -0.009], [0.048, 0.066, 0.033], [-0.055, 0.026, 0.000], [-0.006, -0.081, 0.040], [-0.010, 0.069, 0.004], [0.029, 0.036, -0.040], [-0.014, 0.048, 0.017], [-0.308, -0.026, -0.035], [0.014, 0.023, 0.020], [0.025, -0.040, 0.037], [0.056, -0.018, -0.023], [0.024, -0.017, 0.028], [-0.027, -0.007, 0.015], [-0.110, -0.107, -0.003], [-0.048, 0.088, 0.075], [-0.017, 0.016, -0.026], [-0.168, 0.167, 0.024], [0.070, 0.064, 0.243], [0.017, -0.054, -0.009], [0.016, 0.119, 0.259], [-0.008, 0.003, 0.013], [-0.062, -0.018, 0.005], [0.006, 0.002, -0.003], [0.005, -0.003, -0.002], [-0.001, -0.002, 0.003], [-0.023, 0.028, 0.009], [0.005, -0.016, 0.007], [-0.009, 0.009, -0.020], [-0.017, -0.003, 0.004], [0.012, 0.002, -0.003], [-0.025, -0.001, 0.019], [0.006, -0.008, -0.003], [-0.013, 0.005, 0.015], [-0.008, 0.001, -0.003], [0.002, 0.006, 0.014], [-0.007, 0.023, 0.003]]}

[2]
{"formula": "C7H4F6IN4O3", "method": "the ωB97M-V functional and the def2-TZVPD basis", "homo_ha": -0.5315, "orbital_gap_ev": 9.11, "lumo_ev": -5.3578, "total_charge": 1, "relative_energy_kcal_mol": 7.51, "smiles": "Cn1nnc(I)[n+]1C(=O)C(F)(F)C(F)(F)C(F)(F)C(=O)O", "species": ["I", "F", "F", "F", "F", "F", "F", "O", "O", "O", "N", "N", "N", "N", "C", "C", "C", "C", "C", "C", "C", "H", "H", "H", "H"], "xyz": [[-4.138, -0.033, 0.087], [-1.144, -0.367, -1.320], [1.496, 1.869, -1.199], [1.444, 0.127, 0.041], [1.149, 0.343, -3.431], [2.914, -0.035, -2.247], [-0.866, 1.656, -2.007], [-0.937, 2.570, 0.500], [0.842, -2.233, -1.169], [1.483, -2.312, -3.342], [-1.405, -0.779, 3.088], [-2.563, -0.943, 2.488], [-1.376, 0.434, 1.335], [-0.702, 0.043, 2.407], [-0.941, 1.388, 0.269], [0.664, 0.429, 2.780], [1.596, -0.174, -2.305], [-2.559, -0.207, 1.406], [-0.514, 0.779, -1.092], [1.291, -1.693, -2.320], [1.020, 0.626, -1.122], [0.280, -2.974, -1.412], [0.907, 1.402, 2.384], [0.731, 0.375, 3.851], [1.330, -0.292, 2.330]], "forces_ev_per_a": [[0.373, 0.061, 0.291], [-0.259, -0.714, 0.069], [0.238, 0.550, -0.064], [0.083, -0.616, 0.778], [-0.413, 0.469, -0.651], [0.836, 0.174, 0.103], [-0.309, 0.458, -0.597], [0.045, -2.743, -0.356], [-0.139, 0.998, -0.061], [-0.508, 1.008, 1.561], [-0.150, -0.194, 0.303], [-0.175, -0.578, 0.681], [-0.445, 0.154, -1.152], [0.722, 0.315, 0.482], [0.076, 2.699, 0.815], [0.128, -0.364, -0.457], [-0.197, -1.104, 0.767], [-0.509, 0.333, -0.860], [0.087, 0.396, 0.393], [0.399, -1.437, -1.799], [-0.003, 0.541, -0.682], [0.172, -0.688, -0.028], [-0.172, 0.372, 0.078], [-0.089, 0.125, 0.375], [0.209, -0.215, 0.011]]}

[3]
{"formula": "C15H18Cl5NO2S3Sn", "method": "the ωB97M-V functional and the def2-TZVPD basis", "homo_ha": -0.5233, "orbital_gap_ev": 7.38, "lumo_ev": -6.8627, "total_charge": 2, "relative_energy_kcal_mol": 178.16, "species": ["Sn", "Cl", "Cl", "Cl", "Cl", "Cl", "S", "S", "S", "O", "O", "N", "C", "C", "C", "C", "C", "C", "C", "C", "C", "C", "C", "C", "C", "C", "C", "H", "H", "H", "H", "H", "H", "H", "H", "H", "H", "H", "H", "H", "H", "H", "H", "H", "H"], "xyz": [[0.076, -0.735, -0.903], [-4.566, 3.940, -4.131], [-2.463, 4.569, -1.660], [-0.759, 2.719, 0.160], [-4.514, 0.693, -4.938], [-2.321, -0.910, -2.967], [1.877, -1.082, 1.249], [2.297, 1.032, -1.540], [-0.792, 0.159, 2.608], [-1.619, -1.458, 0.517], [-0.931, -1.542, 2.640], [0.160, -3.683, -0.262], [3.505, 0.692, -0.230], [1.733, 2.681, -0.983], [1.024, 2.620, 0.341], [-2.109, 1.736, -1.962], [-1.204, 1.317, -1.075], [-1.355, -2.116, 1.526], [3.412, -0.704, 0.361], [0.756, 0.290, 3.480], [-2.675, 0.759, -2.936], [-1.131, -4.202, 0.221], [-3.619, 2.799, -3.344], [2.060, -0.059, 2.741], [-3.568, 1.369, -3.723], [-1.434, -3.606, 1.591], [-2.782, 3.004, -2.316], [-1.903, -3.895, -0.483], [0.907, -4.000, 0.350], [2.588, 0.848, 2.463], [-1.163, -5.290, 0.293], [3.361, 1.444, 0.543], [0.759, 1.353, 3.739], [3.492, -1.472, -0.411], [4.236, -0.875, 1.055], [4.502, 0.829, -0.648], [-1.368, 3.751, -0.583], [-2.446, -3.870, 1.910], [2.699, -0.639, 3.405], [0.676, -0.255, 4.419], [-0.755, -3.965, 2.365], [0.367, -4.082, -1.173], [1.200, 3.455, 1.016], [2.626, 3.303, -0.902], [1.164, 3.081, -1.825]], "forces_ev_per_a": [[0.003, -0.160, -0.186], [0.005, -0.002, 0.004], [-0.072, 0.130, -0.088], [0.063, -0.313, 0.081], [-0.006, 0.005, -0.001], [-0.014, 0.039, 0.010], [-0.023, -0.096, 0.102], [0.161, 0.187, -0.069], [-0.053, 0.100, -0.038], [-0.061, -0.064, 0.350], [-0.042, 0.023, 0.015], [0.062, -0.110, 0.043], [0.075, -0.004, 0.065], [-0.079, 0.035, -0.002], [0.176, -0.120, 0.018], [-0.024, -0.097, -0.145], [0.065, 0.153, 0.293], [0.137, 0.128, -0.263], [-0.047, -0.078, -0.006], [-0.008, -0.075, -0.031], [-0.054, -0.042, 0.002], [-0.035, 0.041, 0.012], [-0.019, -0.001, -0.025], [0.037, 0.035, -0.034], [-0.005, 0.045, -0.014], [-0.097, 0.006, -0.014], [-0.043, -0.059, -0.043], [-0.005, -0.009, -0.007], [0.006, -0.038, -0.001], [-0.032, 0.067, -0.079], [0.016, 0.000, 0.011], [-0.024, 0.030, 0.023], [0.032, -0.017, 0.056], [-0.009, -0.018, -0.012], [0.001, 0.011, -0.021], [0.002, 0.001, -0.017], [-0.070, 0.200, -0.054], [0.012, -0.028, 0.002], [0.036, 0.048, 0.028], [-0.043, -0.048, -0.014], [0.011, 0.006, -0.001], [-0.015, -0.002, 0.003], [-0.002, 0.033, 0.013], [-0.013, 0.024, 0.031], [-0.003, 0.034, 0.003]]}